[1]
# C3H7N

A 2-piece molecular cluster, C3H7N overall at a distorted geometry (ωB97M-V/def2-TZVPD, the Open Molecules 2025 dataset).

Structure (XYZ):
```
11
Properties=species:S:1:pos:R:3:forces:R:3
C 1.1166 0.3669 -0.3810 0.3 -2.6 -0.3
C 0.5540 1.4309 0.3799 -2.0 0.6 -2.5
C -1.1614 -1.4355 -0.0243 -1.3 -0.2 -4.2
N 2.1640 0.1023 -0.9823 -0.3 0.2 0.7
H -0.1588 1.1518 1.1037 -0.6 -0.5 0.8
H 1.2695 2.0484 0.7421 2.4 1.9 1.5
H 0.0182 2.0327 -0.3742 -0.2 0.0 0.3
H -2.0937 -0.8133 -0.3680 2.2 -1.6 0.4
H -0.7872 -1.2582 0.8888 1.0 0.6 3.3
H -0.5870 -2.2360 -0.5996 -1.5 1.4 0.5
H 2.2813 -0.9004 -1.1461 0.0 0.2 -0.5
```
Forces are in eV/Å.

* highest occupied orbital energy (spin up / spin down): -8.49 / -7.22 eV
* frontier orbital gap (spin up / spin down): 9.1 / 7.7 eV
* total charge: 0

=====

[2]
# C12H27N7O2PdS

C12H27N7O2PdS as an isolated structure (ωB97M-V/def2-TZVPD, the Open Molecules 2025 dataset).

Structure (XYZ):
```
50
Properties=species:S:1:pos:R:3:forces:R:3
Pd 0.5364 0.1778 -0.1501 0.3 -0.4 0.1
C -1.7234 3.1311 -3.9592 0.0 0.0 0.0
O -1.2362 3.0549 -2.5993 0.0 0.0 -0.1
C -0.6581 1.9793 -2.1387 0.0 0.0 0.0
O -0.2747 1.9905 -0.9604 -0.3 0.2 0.0
N -0.5034 0.9174 -2.9637 0.0 0.0 0.0
N 0.1193 -0.2489 -2.5053 -0.1 0.0 0.0
H -2.1655 4.1166 -4.0422 0.0 0.0 0.0
H -2.4873 2.3735 -4.1313 0.0 0.0 0.0
H -0.8961 3.0445 -4.6635 0.0 0.0 0.0
H -0.7823 0.9711 -3.9302 0.0 0.0 0.0
H 1.0238 -0.3765 -2.9514 0.0 0.0 0.0
H -0.4747 -1.0481 -2.6950 0.0 0.0 0.0
C -1.7163 -3.3913 2.2820 0.0 0.0 0.0
C -2.8570 -2.5668 1.6989 0.0 0.0 0.0
N -2.7999 -1.1365 2.0469 0.0 0.0 0.0
C -3.7166 -0.6774 3.1116 0.0 0.0 0.0
C -3.1837 -0.9491 4.5087 0.0 0.0 0.0
C -1.9154 -0.3294 1.4866 0.0 0.1 -0.1
C -1.8653 1.1139 1.8894 0.0 0.0 0.0
N -1.0682 -0.7453 0.5542 -0.2 0.1 0.0
H -1.8028 -4.4223 1.9410 0.0 0.0 0.0
H -1.7552 -3.3946 3.3696 0.0 0.0 0.0
H -0.7356 -3.0199 1.9850 0.0 0.0 0.0
H -3.8086 -2.9354 2.0745 0.0 0.0 0.0
H -2.9121 -2.6611 0.6102 0.0 0.0 0.0
H -4.6576 -1.2019 2.9526 0.0 0.0 0.0
H -3.9268 0.3783 2.9676 0.0 0.0 0.0
H -3.1080 -2.0173 4.7078 0.0 0.0 0.0
H -3.8617 -0.5236 5.2475 0.0 0.0 0.0
H -2.1991 -0.5032 4.6566 0.0 0.0 0.0
H -2.8124 1.5998 1.6560 0.0 0.0 0.0
H -1.0867 1.6337 1.3382 0.0 0.0 0.0
H -1.6858 1.2220 2.9581 0.0 0.0 0.0
H -1.2331 -1.6894 0.2299 0.1 0.0 0.0
C 5.8213 -1.6221 -1.4623 0.0 0.0 0.0
C 5.3256 -0.4441 -2.3040 0.0 0.1 0.0
C 4.2765 0.3433 -1.5851 0.0 -0.1 -0.1
N 3.0471 -0.0209 -1.4690 0.0 0.1 0.1
N 2.3221 0.8540 -0.6965 0.2 -0.1 -0.1
C 2.9932 1.9016 -0.2721 0.0 0.2 0.0
N 2.4524 2.8884 0.4624 0.0 0.0 0.0
S 4.6395 1.8366 -0.7698 0.0 0.1 0.0
H 6.5738 -2.1802 -2.0158 0.0 0.0 0.0
H 5.0020 -2.2978 -1.2207 0.0 0.0 0.0
H 6.2743 -1.2806 -0.5314 0.0 0.0 0.0
H 4.8922 -0.7932 -3.2418 0.0 0.0 0.0
H 6.1557 0.2151 -2.5603 0.0 0.0 0.0
H 1.4547 3.0268 0.4113 -0.1 0.0 0.0
H 2.9997 3.7068 0.6724 0.0 0.0 0.0
```
Forces are in eV/Å.

* highest occupied orbital energy: -15.00 eV
* frontier orbital gap: 7.2 eV
* total charge: +2

=====

[3]
# C36H74FN5O27S7

A 13-piece molecular cluster, C36H74FN5O27S7 overall at a distorted geometry (ωB97M-V/def2-TZVPD, the Open Molecules 2025 dataset).

Structure (XYZ):
```
150
Properties=species:S:1:pos:R:3:forces:R:3
C -4.5231 -2.9891 3.1494 0.3 0.0 0.8
N -4.5183 -1.6448 3.8137 0.3 -0.6 -1.8
O -4.9167 -0.7627 3.0881 0.1 0.9 0.9
O -4.0592 -1.5605 4.9315 -0.1 0.4 0.2
H -5.1828 -2.9410 2.2831 -0.2 -0.2 0.4
H -4.7498 -3.6434 3.9912 -0.3 -0.5 -0.6
H -3.5051 -3.1882 2.8146 0.0 0.1 0.1
C -0.1034 4.5316 -2.6816 -0.5 -0.3 -0.7
N -1.3309 3.9069 -3.1367 3.9 2.9 -1.6
O -1.9119 3.2032 -2.3303 -2.9 -3.1 2.6
O -1.5897 4.1399 -4.3647 -1.5 -0.4 -1.7
H 0.5351 4.7435 -3.5392 0.1 -0.2 0.0
H 0.3410 3.7860 -2.0223 0.3 0.6 0.6
H -0.4109 5.5031 -2.2945 0.5 0.1 0.9
C -2.5790 -3.4336 -1.9280 -0.1 -0.5 -1.4
N -2.1819 -2.8783 -3.3169 1.3 1.0 -0.1
O -2.4413 -3.4990 -4.3531 -0.2 0.7 1.8
O -1.4630 -1.8717 -3.2843 -1.3 -1.5 0.0
H -1.7530 -3.1974 -1.2572 -0.1 -0.1 -0.2
H -2.7249 -4.4857 -2.1727 0.2 -0.1 0.5
H -3.5266 -3.0617 -1.5383 0.1 0.5 -0.5
C -5.9332 0.6594 -0.8461 0.8 -1.0 1.4
N -6.7360 -0.5428 -0.2229 1.3 -2.0 1.3
O -6.1536 -1.5168 0.3871 -0.3 3.0 -2.1
O -7.9359 -0.5308 -0.2595 -0.2 0.8 -0.6
H -6.5853 1.5047 -1.0656 -0.1 -0.6 0.0
H -5.2301 0.3589 -1.6230 -0.8 -0.5 -0.6
H -5.2048 0.9189 -0.0779 -0.5 0.2 0.4
C -0.3391 4.5326 1.6763 -0.4 1.2 -1.2
N 0.3390 3.9112 2.7992 -1.0 -0.2 0.2
O 0.0667 2.7538 3.0562 0.2 -0.2 0.2
O 1.0636 4.6280 3.4407 0.8 0.0 0.7
H 0.1027 5.5227 1.5643 0.4 -0.4 -0.4
H -1.3790 4.7794 1.8903 -0.1 -0.8 0.3
H -0.2686 3.8961 0.7942 0.0 0.1 0.1
C -2.0385 -0.2877 0.8688 -0.1 2.4 -0.7
C -1.0934 -1.2727 1.4768 0.6 -0.4 0.1
C 0.3222 -0.6041 1.5947 -1.0 0.0 -1.9
S 0.4493 0.3296 -0.0903 -0.7 -3.1 1.6
O 0.8873 -0.7000 -1.0641 0.1 2.0 1.1
O 1.0902 1.6007 0.1743 0.4 -0.3 -0.9
C -1.3120 0.5042 -0.2631 -0.2 0.8 0.1
H -2.3253 0.4859 1.5811 -0.1 -0.1 0.3
H -2.9824 -0.6635 0.4740 0.1 -0.5 0.1
H -1.2205 -2.1057 0.7854 1.1 -0.5 0.2
H -1.4477 -1.5990 2.4546 0.1 -0.1 0.1
H 1.1989 -1.2512 1.6183 -0.2 -0.1 0.1
H 0.3229 0.1291 2.4012 0.0 0.1 -0.1
H -1.5940 0.2729 -1.2903 0.0 -0.1 0.0
H -1.4152 1.5760 -0.0937 -0.5 0.1 -0.4
C -2.4577 1.2242 -6.2105 0.9 1.1 0.6
C -3.6791 2.2173 -6.1835 -0.8 -2.1 0.9
C -4.4673 1.8049 -4.9457 -0.1 0.6 0.9
S -4.1750 0.0500 -4.6392 -1.0 0.3 2.2
O -5.3791 -0.7376 -4.9262 1.2 0.5 0.0
O -3.6293 -0.0023 -3.2694 -0.4 -0.5 -1.3
C -2.9041 -0.2145 -5.8606 -0.5 1.2 -1.2
H -1.7253 1.5160 -5.4579 -0.4 0.4 0.6
H -1.7814 1.2739 -7.0639 -0.7 -0.2 -0.7
H -4.4653 1.8810 -6.8594 0.7 0.5 -1.4
H -3.6275 3.3000 -6.0687 1.0 -0.2 -0.7
H -5.5134 2.0717 -5.0957 -0.2 -0.7 0.0
H -4.1823 2.3564 -4.0498 0.6 -0.3 0.2
H -3.4854 -0.5963 -6.6999 0.2 -0.5 -0.1
H -2.0708 -0.8595 -5.5818 -0.5 -0.1 0.3
C 5.5860 2.5253 -1.4245 -0.3 0.5 1.8
C 4.2319 2.1148 -2.0595 0.7 -0.9 1.0
C 4.0937 0.5513 -1.9555 0.8 0.5 -1.3
S 5.6711 -0.1018 -1.2841 1.4 0.8 0.6
O 6.3566 -1.1245 -2.0869 -1.5 0.9 1.2
O 5.4567 -0.2229 0.1707 0.3 -0.3 -1.6
C 6.6469 1.4616 -1.5325 -0.1 -0.6 -1.5
H 5.5437 2.5644 -0.3360 -1.0 0.3 0.3
H 5.8404 3.5553 -1.6747 0.4 -0.2 -0.5
H 4.2496 2.5204 -3.0710 -0.3 -0.5 -0.2
H 3.3644 2.5049 -1.5271 0.2 0.5 0.0
H 4.0287 0.1765 -2.9769 -0.2 -0.4 0.3
H 3.2521 0.2168 -1.3490 0.3 -0.1 0.0
H 7.1348 1.4163 -2.5061 -0.3 -0.3 -0.3
H 7.4954 1.5279 -0.8515 -0.5 -0.1 0.5
C 3.2338 0.5059 3.7762 2.2 -0.8 0.0
C 4.5088 1.3866 3.3451 -0.7 0.8 2.0
C 5.3066 1.5740 4.7121 -1.1 0.0 -0.2
S 5.3886 -0.0922 5.4119 -0.8 -0.5 -1.5
O 4.9736 -0.0309 6.8301 1.1 -0.4 -1.7
O 6.5291 -0.8509 4.8782 -0.5 0.9 1.5
C 3.9821 -0.7202 4.3841 -0.7 0.3 1.1
H 2.4668 0.2802 3.0352 0.8 -0.3 -0.7
H 2.5780 0.9402 4.5307 0.7 0.7 0.4
H 4.1265 2.3449 2.9936 0.4 0.1 0.0
H 5.2644 1.0089 2.6563 -0.8 -0.6 -0.4
H 4.6679 2.0654 5.4461 0.0 0.2 -0.1
H 6.2592 2.1036 4.6980 0.1 -0.4 -0.3
H 3.4299 -1.2265 5.1759 -0.4 -0.2 -0.3
H 4.3784 -1.4371 3.6649 0.0 0.3 0.0
C 3.4808 -4.0482 5.7572 3.7 -1.6 -0.2
C 2.1426 -3.5796 5.8141 -2.3 2.4 1.0
C 1.5512 -3.3145 4.4363 0.4 -1.4 -0.3
S 2.7336 -4.3422 3.3142 -1.5 2.6 -2.1
O 3.6186 -3.4210 2.5673 -1.1 -1.7 1.5
O 1.8722 -5.2337 2.5448 0.8 0.0 0.4
C 3.5367 -5.1543 4.6468 0.3 1.2 1.6
H 3.7456 -4.4465 6.7366 0.1 -0.5 -0.1
H 4.1995 -3.2344 5.6607 0.2 -0.2 -0.8
H 2.2307 -2.6367 6.3538 -0.7 0.1 0.3
H 1.6244 -4.2875 6.4609 -0.9 0.2 -0.4
H 1.4718 -2.2881 4.0782 0.7 0.0 0.1
H 0.5312 -3.6979 4.4124 0.2 -0.4 -0.5
H 4.5601 -5.4910 4.4811 -0.4 -0.3 -0.4
H 2.7907 -5.8738 4.9843 0.4 -0.6 -0.3
C -3.3772 4.0821 4.4230 -0.3 -0.3 0.9
C -4.6886 4.8599 4.5061 -0.3 0.5 -1.0
C -5.5508 4.5820 3.2231 0.1 -1.0 0.9
S -4.7058 3.2289 2.3322 1.2 -1.4 -1.2
O -3.8802 3.7897 1.2679 -0.8 0.1 0.8
O -5.5153 2.0507 2.0201 0.1 1.6 0.3
C -3.6550 2.7879 3.7036 -0.1 0.0 0.1
H -3.0764 3.7201 5.4061 0.4 0.8 0.2
H -2.6396 4.7592 3.9922 0.3 -0.6 -0.2
H -4.4628 5.9256 4.5415 -0.2 0.0 0.4
H -5.3201 4.5563 5.3411 0.4 0.2 0.2
H -5.7403 5.4121 2.5427 0.1 -0.2 0.1
H -6.4479 4.1451 3.6618 -0.4 0.1 -0.9
H -2.7490 2.2080 3.5280 -0.1 0.1 -0.8
H -4.2950 2.1440 4.3068 -0.1 0.0 0.2
C 0.9968 -0.4441 -4.3441 0.1 0.2 -1.3
C 1.6839 0.8925 -4.5992 2.1 0.4 -1.4
C 3.0070 0.6022 -5.4747 -1.5 -2.1 0.6
S 2.3910 -0.7539 -6.6157 3.4 -1.1 1.8
O 3.2963 -1.9289 -6.4904 -1.8 1.9 0.1
O 2.2335 -0.1902 -7.9022 -0.8 0.6 -2.1
C 0.8673 -1.0528 -5.7914 -0.9 -0.1 1.2
H -0.0315 -0.2785 -4.0228 0.4 -0.1 0.5
H 1.5855 -1.0551 -3.6599 -0.3 -0.2 0.0
H 2.0187 1.4907 -3.7517 -0.5 -0.2 0.3
H 1.0410 1.4913 -5.2442 -0.1 0.3 0.2
H 3.7351 -0.0060 -4.9380 0.0 0.2 0.5
H 3.5722 1.3843 -5.9816 -0.7 0.1 -0.2
H 0.5592 -2.0974 -5.8356 0.5 -0.1 0.1
H 0.0604 -0.5099 -6.2837 0.3 0.3 -0.3
C 0.7124 -4.9369 -0.9676 -0.1 1.1 -0.2
C 1.1657 -6.3545 -0.7132 1.1 0.2 -0.7
O 2.3719 -6.5208 -1.4682 -0.8 1.1 -0.1
C 2.6699 -5.3196 -2.0205 3.5 1.3 -2.2
O 3.6404 -5.1193 -2.7517 -2.9 -0.7 2.1
O 1.8301 -4.3264 -1.6151 0.1 -0.9 -0.1
F 0.2532 -7.1806 -1.2916 -0.2 -0.6 1.0
H 0.4170 -4.3459 -0.1007 0.5 -0.2 0.3
H -0.1460 -4.8964 -1.6381 0.1 -0.4 -0.2
H 1.5270 -6.5168 0.3023 -1.2 -0.8 0.3
```
Forces are in eV/Å.

* spin multiplicity: 2
* highest occupied orbital energy (spin up / spin down): -1.56 / -5.24 eV
* frontier orbital gap (spin up / spin down): 2.8 / 6.5 eV
* total charge: -1

=====

[4]
# C28H26IIrN5O6

C28H26IIrN5O6 as an isolated structure at a distorted geometry (ωB97M-V/def2-TZVPD, the Open Molecules 2025 dataset).

Structure (XYZ):
```
67
Properties=species:S:1:pos:R:3:forces:R:3
Ir 0.0131 -0.0009 0.1387 -2.8 -0.8 -1.1
N 0.1393 -0.1306 2.5956 -0.3 0.1 -1.8
C 1.4471 -0.3984 3.1929 0.3 -0.3 0.0
C 2.5443 0.4521 2.5904 0.2 -0.1 0.9
C 2.9238 -0.2274 1.1580 -0.6 0.0 -0.4
O 3.7626 -1.0777 1.2061 0.6 -0.1 0.5
O 2.2143 0.2588 0.2621 -1.6 0.0 -1.1
H -0.2635 0.7138 2.9963 0.0 0.1 -0.2
H -0.5055 -0.8998 2.7949 0.0 -0.2 -0.3
H 1.6950 -1.4586 3.0811 -0.1 0.1 0.1
H 1.4288 -0.1929 4.2747 0.0 0.0 -0.2
H 3.4534 0.4430 3.1859 0.0 0.0 0.0
H 2.2163 1.4699 2.3775 0.2 -0.1 -0.2
O -2.3452 0.0309 -6.6701 -0.4 0.0 0.1
C -0.9880 0.0775 -6.3480 0.5 0.0 -0.5
C -0.7767 0.0498 -4.8664 0.0 0.0 0.2
C 0.5157 0.0722 -4.3460 -0.3 0.1 0.2
C 0.6846 0.0938 -2.9752 0.5 0.0 -0.4
N -0.3433 0.1023 -2.1379 0.7 -0.2 2.4
C -1.5985 0.0435 -2.6065 -0.1 0.0 -0.2
C -1.8462 0.0173 -3.9749 0.3 0.0 0.2
C -2.6587 -0.0381 -1.5879 -0.2 0.0 -0.1
C -4.0178 -0.0728 -1.8980 0.3 0.0 0.4
C -4.9487 -0.2031 -0.8746 0.0 0.0 0.1
C -6.4412 -0.1206 -1.1013 0.0 -0.3 -0.2
O -6.9724 0.9520 -0.3743 -0.2 0.4 0.3
C -4.4889 -0.3600 0.4307 0.4 0.1 -0.3
C -3.1276 -0.3140 0.6621 -0.5 -0.2 0.6
N -2.2487 -0.1192 -0.3122 2.5 -0.1 0.6
H -2.4542 0.0389 -7.6288 0.0 0.0 0.2
H -0.5218 0.9959 -6.7390 0.0 -0.1 0.1
H -0.4435 -0.7668 -6.7951 0.0 0.1 0.1
H 1.3777 0.0704 -4.9931 0.1 0.0 0.0
H 1.6723 0.0917 -2.5355 0.0 0.0 0.0
H -2.8456 -0.0380 -4.3735 -0.1 0.0 0.0
H -4.3477 0.0140 -2.9217 0.0 0.0 -0.1
H -6.9076 -1.0206 -0.6885 0.0 0.0 -0.2
H -6.6782 -0.0561 -2.1680 0.0 -0.1 0.1
H -6.8376 1.7852 -0.8410 0.0 -0.1 0.0
H -5.1816 -0.4900 1.2480 0.0 0.0 0.1
H -2.7285 -0.4403 1.6588 0.0 0.0 -0.1
I -2.1994 2.6680 2.1870 0.3 0.2 -0.2
C -0.7922 3.3770 0.7819 -0.6 -0.2 0.6
C -0.6641 4.7502 0.6444 0.0 -0.1 -0.1
C 0.2564 5.2342 -0.2682 0.1 -0.3 0.0
C 1.0168 4.3250 -0.9925 -0.1 0.0 0.1
C 0.8210 2.9735 -0.7737 0.4 0.3 -0.3
N -0.0744 2.4947 0.0948 0.2 -1.6 0.1
H -1.2650 5.4222 1.2386 0.0 -0.1 0.0
H 0.3788 6.2972 -0.4007 0.0 0.1 0.0
H 1.7496 4.6578 -1.7099 0.1 0.0 -0.1
H 1.4126 2.2386 -1.2998 0.0 0.0 -0.1
O -1.2124 -2.5939 1.9619 -0.4 0.0 0.7
C -0.6063 -3.0373 1.0088 0.0 0.4 -0.1
N 0.0350 -2.2329 0.0944 0.2 2.8 0.2
C 0.6170 -2.9834 -0.9068 0.1 -0.2 -0.4
O 1.1415 -2.5167 -1.8856 0.4 0.1 -0.3
C 0.4068 -4.4196 -0.5546 -0.3 0.0 0.4
C 0.8499 -5.5762 -1.1602 -0.2 0.1 0.2
C 0.4411 -6.7802 -0.5846 0.1 0.1 -0.1
C -0.3819 -6.8097 0.5328 -0.1 0.0 0.1
C -0.8172 -5.6380 1.1497 0.2 0.2 -0.1
C -0.3928 -4.4461 0.5951 0.3 -0.3 -0.4
H 1.4890 -5.5584 -2.0283 0.0 0.0 -0.1
H 0.7748 -7.7105 -1.0209 0.0 -0.1 0.0
H -0.6839 -7.7638 0.9415 0.0 0.0 0.0
H -1.4454 -5.6606 2.0262 -0.1 0.0 0.1
```
Forces are in eV/Å.

* spin multiplicity: 2
* highest occupied orbital energy (spin up / spin down): -13.89 / -13.89 eV
* frontier orbital gap (spin up / spin down): 7.1 / 4.2 eV
* total charge: +2